Formula: C2Br3Cl2F
Source: OMol25
Level of theory: the ωB97M-V functional and the def2-TZVPD basis

Molar mass, g mol⁻¹: 353.6
HOMO, eV: -10.3
Energy relative to the best compared isomer or geometry (same formula, charge and spin), eV: 0.000

The geometry in XYZ format:
```
8
C2Br3Cl2F (the ωB97M-V functional and the def2-TZVPD basis)
C 0.60528 0.38213 -0.42353
C -0.62732 -0.39998 0.33341
F 0.44049 0.19101 -1.71816
Cl -0.54391 -2.07390 -0.12198
Cl -0.39977 -0.21930 2.02099
Br 0.54176 2.16891 0.03667
Br 2.23640 -0.44836 0.02517
Br -2.25293 0.39948 -0.15258
```